(1)
The following is a quantum chemistry calculation of C3H5Cl7 as an isolated structure in a non-equilibrium geometry, from OMol25.

Summary:
Energy relative to the best compared isomer or geometry (same formula, charge and spin), kcal/mol: 179.9

CARTESIAN COORDINATES (ANGSTROEM)
C  1.757  -1.023  -0.079
Cl  0.558  -2.286  -0.523
Cl  2.122  -1.074  1.653
Cl  1.262  0.600  -0.726
H  2.643  -1.379  -0.604
C  -0.142  2.054  0.438
Cl  -1.289  1.297  -0.690
Cl  -0.759  1.861  2.089
H  0.893  1.716  0.476
H  0.033  3.103  0.200
C  -1.379  -0.838  -0.363
Cl  -1.809  -2.245  0.492
Cl  -1.108  -1.169  -2.129
H  -2.291  -0.244  -0.297
H  -0.491  -0.372  0.064


(2)
The following is a quantum chemistry calculation of a 2-piece molecular cluster, C3H5ClF2S overall in a non-equilibrium geometry, from OMol25.

Summary:
Structure (SMILES): F[C@H]1C[C@@]1(F)Cl.S
Energy relative to the best compared isomer or geometry (same formula, charge and spin), kcal/mol: 51.2

CARTESIAN COORDINATES (ANGSTROEM)
F  -0.270  -1.060  -2.791
C  -0.495  -0.825  -1.459
C  0.477  -0.120  -0.394
C  -0.881  0.465  -0.862
F  -1.847  0.181  0.107
Cl  -1.016  1.921  -1.790
H  -1.313  -1.538  -1.172
H  0.552  -0.605  0.621
H  1.412  0.199  -0.740
S  2.261  -1.156  4.096
H  1.903  -1.432  2.860
H  2.983  0.005  3.783


(3)
The following is a quantum chemistry calculation of a 2-piece molecular cluster, C3H5ClF2S overall in a non-equilibrium geometry, from OMol25.

Summary:
Structure (SMILES): F[C@H]1C[C@@]1(F)Cl.S
Energy relative to the best compared isomer or geometry (same formula, charge and spin), kcal/mol: 52.0

CARTESIAN COORDINATES (ANGSTROEM)
F  1.974  1.913  -0.803
C  1.400  1.223  0.234
C  -0.003  0.445  0.256
C  1.382  -0.241  0.393
F  1.622  -0.496  1.746
Cl  2.026  -1.318  -0.799
H  1.905  1.613  1.157
H  -0.646  0.586  1.172
H  -0.573  0.463  -0.621
S  -4.715  -0.029  -0.172
H  -3.606  0.069  0.423
H  -5.120  -1.176  0.417


(4)
The following is a quantum chemistry calculation of one molecule with the formula C3H5ClFNO2 in a non-equilibrium geometry, from OMol25.

Summary:
Structure (SMILES): O/N=C/OC[C@H](F)Cl
Energy relative to the best compared isomer or geometry (same formula, charge and spin), kcal/mol: 63.3

CARTESIAN COORDINATES (ANGSTROEM)
O  0.231  -2.586  1.543
N  0.253  -1.266  1.081
C  0.757  -1.265  -0.061
O  0.879  -0.113  -0.755
C  0.475  1.101  -0.207
C  -0.967  1.424  -0.654
F  -1.836  0.445  -0.277
Cl  -1.070  1.652  -2.428
H  -0.327  -2.568  2.347
H  1.170  -2.107  -0.644
H  1.150  1.917  -0.563
H  0.546  0.959  0.880
H  -1.262  2.408  -0.262


Please write out number 2 again, unchanged.
The following is a quantum chemistry calculation of a 2-piece molecular cluster, C3H5ClF2S overall in a non-equilibrium geometry, from OMol25.

Summary:
Structure (SMILES): F[C@H]1C[C@@]1(F)Cl.S
Energy relative to the best compared isomer or geometry (same formula, charge and spin), kcal/mol: 51.2

CARTESIAN COORDINATES (ANGSTROEM)
F  -0.270  -1.060  -2.791
C  -0.495  -0.825  -1.459
C  0.477  -0.120  -0.394
C  -0.881  0.465  -0.862
F  -1.847  0.181  0.107
Cl  -1.016  1.921  -1.790
H  -1.313  -1.538  -1.172
H  0.552  -0.605  0.621
H  1.412  0.199  -0.740
S  2.261  -1.156  4.096
H  1.903  -1.432  2.860
H  2.983  0.005  3.783


What is the energy relative to the best compared isomer or geometry (same formula, charge and spin) in the first record? 179.9 kcal/mol